Density functional theory data (ωB97M-V/def2-TZVPD) for 2 unconnected molecules or ions with the total composition C4H14N3.

- Calculated total energy: -324.79298 Ha
- HOMO level: -11.7719 eV
- Net charge: +1
- Orbital gap: 8.0 eV

Cartesian coordinates (Å):
C (-0.574, -1.248, -0.592)
N (-0.380, -2.328, 0.348)
C (-1.451, -2.586, 1.199)
N (-1.267, -2.769, 2.436)
H (0.212, -1.239, -1.346)
H (-1.525, -1.394, -1.107)
H (-0.619, -0.264, -0.101)
H (0.454, -2.238, 0.918)
H (-2.412, -2.645, 0.684)
H (-2.133, -3.013, 2.905)
C (2.185, 1.913, -0.832)
N (1.208, 3.047, -0.679)
C (-0.145, 2.742, -1.240)
H (3.103, 2.180, -0.306)
H (1.741, 1.037, -0.379)
H (2.387, 1.779, -1.888)
H (1.581, 3.877, -1.143)
H (1.138, 3.282, 0.311)
H (-0.023, 2.428, -2.272)
H (-0.762, 3.632, -1.196)
H (-0.591, 1.939, -0.657)

Atom charges from the natural (NBO) analysis, given in e for atoms 1 to 6:
1. C -0.407
2. N -0.614
3. C 0.270
4. N -0.678
5. H 0.199
6. H 0.215

=====

Density functional theory data (ωB97M-V/def2-TZVPD) for 2 unconnected molecules or ions with the total composition C4H14N3O.

- Calculated total energy: -400.06418 Ha
- HOMO level: -12.8309 eV
- Net charge: +1
- Orbital gap: 10.2 eV

Cartesian coordinates (Å):
C (-0.487, -0.057, 1.605)
C (0.949, 0.007, 1.070)
C (1.154, -0.820, -0.217)
N (2.166, -0.950, -2.948)
C (1.077, -0.331, -2.505)
N (0.518, -0.199, -1.350)
N (-1.376, 0.353, 0.478)
H (-0.628, 0.389, 2.604)
H (-0.657, -1.052, 2.008)
H (1.341, 1.000, 0.876)
H (1.701, -0.437, 1.720)
H (2.256, -0.942, -0.222)
H (0.798, -1.880, -0.080)
H (2.620, -0.804, -3.835)
H (2.833, -1.203, -2.225)
H (0.495, 0.194, -3.306)
H (-1.567, -0.521, -0.014)
H (-0.952, 0.881, -0.294)
H (-2.200, 0.886, 0.782)
H (-3.919, 1.998, 3.175)
H (-2.598, 1.454, 3.579)
O (-3.115, 1.628, 2.789)

Atom charges from the natural (NBO) analysis, given in e for atoms 1 to 6:
1. C -0.252
2. C -0.429
3. C -0.267
4. N -0.785
5. C 0.340
6. N -0.630

=====

Density functional theory data (ωB97M-V/def2-TZVPD) for 2 unconnected molecules or ions with the total composition C4H14N3O.

- Calculated total energy: -400.12482 Ha
- HOMO level: -14.0534 eV
- Net charge: +1
- Orbital gap: 11.0 eV

Cartesian coordinates (Å):
N (0.472, -2.789, 0.677)
C (-0.456, -2.351, -0.231)
N (0.046, -1.479, -1.218)
O (-1.641, -2.545, -0.120)
H (0.119, -3.463, 1.351)
H (1.419, -2.933, 0.358)
H (1.024, -1.599, -1.414)
H (-0.500, -1.533, -2.072)
C (-0.136, 1.887, 0.748)
C (0.793, 2.495, -0.290)
C (1.761, 3.459, 0.416)
N (-1.046, 0.888, 0.060)
H (0.383, 1.363, 1.543)
H (-0.788, 2.645, 1.177)
H (0.244, 2.987, -1.093)
H (1.389, 1.694, -0.733)
H (1.294, 4.217, 1.039)
H (2.390, 2.842, 1.063)
H (2.433, 3.927, -0.298)
H (-1.621, 1.388, -0.618)
H (-0.504, 0.154, -0.459)
H (-1.680, 0.403, 0.701)

Atom charges from the natural (NBO) analysis, given in e for atoms 1 to 6:
1. N -0.837
2. C 0.764
3. N -0.894
4. O -0.607
5. H 0.425
6. H 0.395

=====

Density functional theory data (ωB97M-V/def2-TZVPD) for 2 unconnected molecules or ions with the total composition C4H14N3O.

- Calculated total energy: -399.53980 Ha
- HOMO level (spin up / spin down): -17.4221 / -16.7641 eV
- Net charge: +2
- Spin multiplicity: 2
- Orbital gap (spin up / spin down): 9.3 / 3.0 eV

Cartesian coordinates (Å):
C (3.004, -0.322, 0.890)
C (3.735, -1.524, 0.156)
O (1.718, -0.744, 1.346)
H (3.545, -0.231, 1.774)
H (2.762, 0.451, 0.244)
H (3.266, -1.956, -0.752)
H (1.803, -1.427, 1.976)
H (3.808, -2.355, 0.864)
H (4.621, -1.163, -0.224)
C (-3.189, 1.925, -0.895)
C (-1.465, 0.173, -0.429)
N (-0.186, -0.259, -0.712)
N (-1.932, 1.313, -1.147)
N (-2.187, -0.388, 0.556)
H (0.444, 0.214, -1.284)
H (0.374, -0.984, -0.104)
H (-1.250, 1.903, -1.604)
H (-3.232, -0.289, 0.555)
H (-1.847, -1.147, 1.123)
H (-3.033, 2.816, -0.067)
H (-4.053, 1.308, -0.685)
H (-3.329, 2.642, -1.798)

Atom charges from the natural (NBO) analysis, given in e for atoms 1 to 6:
1. C -0.055
2. C -0.631
3. O -0.716
4. H 0.218
5. H 0.175
6. H 0.210

=====

Density functional theory data (ωB97M-V/def2-TZVPD) for C4H14N3P3 in the gas phase.

- Calculated total energy: -1349.02560 Ha
- HOMO level: -8.2238 eV
- SMILES string: CC(C)N=[PH2]P/N=C\NP
- Orbital gap: 9.1 eV

Cartesian coordinates (Å):
C (-1.332, 1.560, -0.765)
C (1.111, 1.998, -1.013)
C (0.066, 1.220, -0.281)
C (-0.142, -2.974, 1.760)
N (-0.004, -3.619, 0.635)
N (0.128, -1.703, 2.016)
N (0.316, -0.194, -0.227)
P (0.973, -3.165, -0.627)
P (0.363, -1.170, 3.722)
P (-0.117, -1.374, -1.189)
H (-1.926, 0.850, 0.001)
H (-1.501, 2.665, -0.486)
H (-1.529, 1.322, -1.824)
H (1.989, 1.736, -0.472)
H (0.911, 3.138, -1.049)
H (1.223, 1.721, -2.124)
H (0.134, 1.477, 0.771)
H (-0.399, -3.524, 2.685)
H (0.502, -1.157, 1.228)
H (0.570, -4.180, -1.503)
H (-0.527, -0.098, 3.546)
H (1.420, -0.343, 3.439)
H (0.292, -1.227, -2.638)
H (-1.448, -1.657, -1.239)

Atom charges from the natural (NBO) analysis, given in e for atoms 1 to 6:
1. C -0.626
2. C -0.611
3. C -0.047
4. C 0.332
5. N -0.906
6. N -0.866

=====

Density functional theory data (ωB97M-V/def2-TZVPD) for 2 unconnected molecules or ions with the total composition C4H14N4.

- Calculated total energy: -379.68510 Ha
- HOMO level (spin up / spin down): -7.2142 / -7.2147 eV
- Orbital gap (spin up / spin down): 8.0 / 8.0 eV

Cartesian coordinates (Å):
C (1.672, 0.233, 1.325)
C (1.334, 1.033, -0.955)
N (0.811, 0.172, 0.128)
H (0.585, -0.897, -0.326)
H (1.583, 1.211, 1.802)
H (2.710, 0.067, 1.037)
H (1.389, -0.546, 2.029)
H (1.305, 2.081, -0.649)
H (2.367, 0.755, -1.165)
H (0.737, 0.857, -1.848)
C (-1.181, -0.271, 1.680)
N (-0.678, -1.477, -0.837)
C (-0.725, 0.347, 0.384)
N (-1.019, -0.990, -2.146)
N (-1.427, 1.278, -0.143)
H (-1.469, -1.999, -0.448)
H (-1.093, -1.759, -2.807)
H (-1.929, -0.522, -2.111)
H (-1.019, 1.683, -0.980)
H (-2.269, -0.293, 1.685)
H (-0.819, -1.292, 1.806)
H (-0.867, 0.329, 2.539)

Atom charges from the natural (NBO) analysis, given in e for atoms 1 to 6:
1. C -0.410
2. C -0.430
3. N -0.511
4. H 0.489
5. H 0.205
6. H 0.212